Density functional theory data (ωB97M-V/def2-TZVPD) for 3 unconnected molecules or ions with the total composition C37H60BrFN5O11PS in a non-equilibrium geometry.

```
117
Properties=species:S:1:pos:R:3:forces:R:3:lowdin_charge:R:1
C -3.52836 5.59112 0.79782 -0.15 0.04 0.70 -0.1096
C -3.22044 4.26099 1.48015 0.32 0.03 -0.41 -0.2280
C -2.22438 3.30690 0.79355 -0.10 0.13 0.16 -0.1846
C -0.72425 3.52529 1.08423 -0.14 -0.02 -0.14 -0.2449
C -0.34047 4.93702 1.56355 0.47 0.01 0.06 -0.0242
C 0.32646 3.02795 -0.01261 0.64 0.30 1.69 -0.1627
C 1.58768 2.95942 0.89166 0.86 0.06 0.10 -0.1921
C 2.50581 3.99719 1.05975 -0.04 0.37 -0.03 -0.0431
C 3.60521 3.88510 1.90408 -0.36 -0.73 0.05 -0.1112
N 3.87293 2.78179 2.60977 -0.30 0.23 -0.27 0.0814
C 2.98514 1.79511 2.48120 -0.01 -0.16 0.04 -0.0941
C 1.85233 1.82652 1.67083 0.06 0.63 -0.14 -0.0298
C 0.37271 4.01039 -1.29301 -0.59 -1.02 -1.80 -0.1837
C -0.79952 5.04235 -1.48161 -1.06 0.11 0.47 -0.0655
C -1.64223 4.83425 -2.74024 0.42 -0.16 0.15 -0.7733
O -1.32435 5.29347 -3.77423 0.13 0.35 -0.73 0.0581
Br -3.34670 3.90295 -2.65286 -0.01 -0.04 0.18 0.8113
C 1.60474 4.86773 -1.60188 0.47 0.14 -0.08 -0.3796
O 1.77553 5.94392 -1.10110 0.01 0.35 0.38 0.1166
N 2.52520 4.42797 -2.58172 -0.90 0.15 -0.46 0.1798
C 3.44111 5.46063 -2.92302 -0.51 -0.26 0.06 -0.5365
O 4.53811 5.55358 -2.56101 1.53 0.06 0.68 0.2357
F 2.90673 6.31531 -3.77556 -0.46 0.36 -0.58 0.1670
N 0.15768 3.09377 -2.44732 0.11 -0.61 0.23 0.1080
C -0.47306 1.87151 -2.01504 0.90 1.07 0.16 -0.4761
O -1.20247 1.25677 -2.70556 -0.38 -0.59 -0.01 0.1518
C 0.11361 1.58079 -0.59679 -1.41 0.62 -0.76 -0.2431
P -1.05010 0.31867 0.10270 -0.41 -2.06 -0.03 0.4768
O -0.70149 -1.02281 -0.35941 0.44 0.11 -0.19 -0.2291
O -2.54475 0.64052 -0.33897 -0.03 0.54 0.30 -0.1138
O -1.10712 0.41470 1.69164 0.16 0.83 -0.06 -0.0959
S 1.63808 0.57406 -1.12623 0.76 -2.15 -0.11 0.6754
C 3.06129 1.58882 -1.44312 -0.06 0.65 -0.35 -0.0977
O 1.31548 -0.03469 -2.38625 -0.33 0.83 -0.46 -0.2740
O 2.00906 -0.36227 -0.10736 0.05 0.52 0.71 -0.3058
H -4.09636 5.46025 -0.11399 0.14 -0.02 -0.34 0.0474
H -2.64314 6.19794 0.64237 0.11 0.08 -0.31 0.0570
H -4.15108 6.17795 1.47185 -0.15 0.08 0.02 0.0766
H -2.85510 4.44434 2.48899 -0.10 0.00 0.21 0.1074
H -4.15738 3.71938 1.57660 -0.14 -0.09 0.09 0.1105
H -2.42305 3.21460 -0.26768 -0.17 0.10 -0.14 0.0376
H -2.48889 2.34958 1.21595 0.06 -0.25 -0.09 0.0745
H -0.49777 2.88523 1.92991 -0.10 -0.19 0.11 0.1238
H 0.17432 5.53252 0.81442 -0.07 0.13 -0.14 0.0757
H -1.17714 5.51601 1.93102 -0.16 -0.06 -0.03 0.0693
H 0.36059 4.85338 2.38672 0.09 0.04 0.15 0.0929
H 2.37217 4.94502 0.57336 0.05 -0.01 0.09 0.0895
H 4.28740 4.71529 2.01115 0.10 0.09 0.00 0.1098
H 3.18090 0.89347 3.04879 0.08 -0.05 0.09 0.0998
H 1.23318 0.95002 1.64369 -0.11 -0.07 0.16 0.0807
H -0.43728 6.04593 -1.66723 0.40 0.08 0.21 0.1319
H -1.46471 5.13708 -0.63724 0.03 -0.25 0.18 0.0671
H 2.03540 4.17916 -3.44023 -0.03 -0.25 0.09 0.1491
H 0.98134 2.77871 -2.94928 0.01 0.15 -0.05 0.1209
H -2.83321 -0.06554 -0.94119 -0.08 0.08 -0.23 0.0808
H -2.01470 0.27073 1.98838 0.01 -0.05 0.15 0.1033
H 3.15938 2.48760 -0.85217 0.01 -0.10 0.26 0.0482
H 3.90471 0.92932 -1.28068 0.00 -0.26 0.24 0.0882
H 3.04848 1.86028 -2.49004 -0.09 -0.01 -0.17 0.0573
C 6.33476 -3.44076 2.44703 -0.17 -0.16 -0.12 -0.0330
C 5.76146 -2.76414 3.70626 1.17 -0.46 -0.95 -0.4972
C 5.67236 -3.77557 4.85033 -0.42 -0.17 0.28 -0.1339
C 4.53216 -4.78047 4.68594 0.01 0.10 -0.03 -0.1725
C 3.20514 -4.05547 4.46359 0.33 -0.07 0.39 -0.1333
C 3.25185 -3.06083 3.30388 -0.66 -0.72 -1.27 -0.4888
N 4.43189 -2.14949 3.41733 -0.32 -0.09 2.11 -0.0744
O 4.18432 -1.21901 4.28393 0.04 0.37 -0.58 -0.0309
C 3.26656 -3.82711 1.96496 0.23 -0.09 -0.08 -0.0268
C 1.97104 -2.24027 3.27632 -0.12 0.55 0.28 -0.0398
C 6.77425 -1.68309 4.06835 -0.17 0.37 0.24 -0.0450
H 5.80630 -4.34095 2.14631 -0.04 0.05 0.01 0.0562
H 6.33410 -2.74731 1.60516 -0.04 0.02 0.00 0.0929
H 7.36641 -3.74234 2.62913 0.02 0.09 0.10 0.0857
H 5.53156 -3.24017 5.79478 -0.04 0.11 -0.07 0.1247
H 6.62453 -4.30338 4.93542 0.06 0.07 -0.09 0.1234
H 4.74196 -5.46520 3.85996 -0.01 0.03 -0.02 0.1022
H 4.46146 -5.39948 5.58261 0.01 -0.02 -0.01 0.1117
H 2.41113 -4.78157 4.27687 -0.05 0.06 -0.10 0.1252
H 2.93391 -3.52885 5.38433 0.04 0.11 -0.05 0.1250
H 3.54950 -3.16976 1.14219 0.01 0.02 0.01 0.0940
H 2.27066 -4.21083 1.74738 -0.07 0.09 0.08 0.0872
H 3.92566 -4.69273 1.96164 0.04 0.06 0.02 0.0585
H 1.78937 -1.72045 4.21619 0.13 0.04 -0.02 0.0819
H 1.11552 -2.89036 3.09858 0.08 -0.13 -0.07 0.0901
H 1.99964 -1.50187 2.47208 0.00 -0.03 -0.03 0.0759
H 6.82733 -0.91833 3.29231 -0.04 0.00 0.00 0.0924
H 7.76116 -2.13387 4.16934 -0.01 -0.11 -0.06 0.0862
H 6.53862 -1.19585 5.01231 -0.10 0.03 -0.06 0.0796
C -3.36932 -3.63321 -4.60509 -0.24 -0.11 -0.12 -0.0303
C -3.64349 -3.15559 -3.16678 0.93 -0.38 -1.27 -0.4889
C -3.66994 -4.35182 -2.21508 -0.43 -0.17 0.34 -0.1285
C -4.93849 -5.19550 -2.33601 0.01 0.12 -0.01 -0.1716
C -6.18271 -4.31961 -2.18417 0.37 -0.20 0.28 -0.1341
C -6.20327 -3.13150 -3.14672 -0.94 -0.34 -1.15 -0.4942
N -4.91628 -2.37403 -3.09790 0.05 -0.45 2.13 -0.0736
O -4.90148 -1.60525 -2.05372 -0.02 0.47 -0.49 -0.0274
C -6.50047 -3.62911 -4.57608 0.18 -0.09 -0.12 -0.0344
C -7.36389 -2.20698 -2.79438 0.07 0.32 0.33 -0.0470
C -2.46820 -2.25886 -2.81602 -0.07 0.44 0.27 -0.0410
H -4.04502 -4.40964 -4.95394 -0.02 0.04 0.02 0.0559
H -3.42012 -2.79678 -5.30326 -0.03 0.02 0.01 0.0940
H -2.36674 -4.05577 -4.66539 0.05 0.08 0.11 0.0882
H -3.58690 -3.99418 -1.18369 -0.02 0.12 -0.04 0.1268
H -2.78955 -4.97085 -2.39621 0.06 0.08 -0.08 0.1261
H -4.95463 -5.72823 -3.29053 -0.01 0.03 -0.02 0.1023
H -4.93982 -5.96354 -1.56012 0.00 -0.02 -0.02 0.1121
H -7.08104 -4.92027 -2.34265 -0.06 0.08 -0.07 0.1247
H -6.23202 -3.95370 -1.15364 0.04 0.11 -0.04 0.1247
H -6.27405 -2.85798 -5.31328 0.04 0.01 0.01 0.0942
H -7.55813 -3.87331 -4.67054 -0.04 0.07 0.12 0.0837
H -5.96227 -4.53431 -4.84634 0.05 0.05 0.01 0.0585
H -7.32213 -1.86421 -1.76246 0.12 0.05 -0.04 0.0780
H -8.30383 -2.74271 -2.92112 0.03 -0.10 -0.08 0.0852
H -7.38046 -1.33267 -3.44686 0.03 0.00 0.00 0.0930
H -2.44689 -1.36580 -3.44372 -0.02 0.00 0.00 0.0979
H -1.53047 -2.79133 -2.96275 -0.02 -0.10 -0.04 0.1004
H -2.48628 -1.94882 -1.77559 0.02 -0.07 0.00 0.0456
```
Forces are in eV/Å.

## Properties
ΔE to the lowest compared entry with this formula, charge and spin = 0.0 kcal per mole
⟨S²⟩ = 2.01
LUMO level (alpha / beta) = -0.047 / -0.049 eV
HOMO-LUMO gap (alpha / beta) = 0.305 / 0.339 Ha
2S+1 = 3